Computed, not measured: a cluster of 6 separate species, CH12O6 in total at a distorted geometry, with ωB97M-V/def2-TZVPD.

Last column: Löwdin charge in e.
Cartesian coordinates (Å):
C1 -2.985 1.189 1.230  -0.142
O1 -3.247 0.034 1.118  0.007
H1 -3.103 1.758 2.173  0.082
H2 -2.484 1.798 0.460  0.078
O2 2.347 1.716 -0.371  -0.027
H3 2.243 1.191 0.408  -0.002
H4 3.117 1.372 -0.796  0.039
O3 0.130 -2.108 -1.667  -0.039
H5 0.525 -2.411 -2.474  0.041
H6 -0.050 -1.179 -1.852  0.031
O4 -0.523 -1.973 1.051  -0.044
H7 -0.418 -2.263 0.159  -0.020
H8 -1.465 -1.781 1.105  0.028
O5 0.078 1.274 -2.211  -0.040
H9 0.768 1.613 -1.635  -0.004
H10 -0.436 2.021 -2.439  0.012
O6 1.896 -0.373 1.903  -0.039
H11 1.056 -0.835 2.002  0.016
H12 2.551 -1.042 1.837  0.024

Summary:
Multiplicity: 1
SMILES: C=O.O.O.O.O.O
HOMO-LUMO gap (eV): 10.97
Energy (hartree): -496.717795
LUMO (eV): 0.59
Relative energy (zero: lowest compared OMol25 entry of this formula, charge and spin) (eV): 0.342

---

Computed, not measured: a cluster of 2 separate species, C6H10O in total, with ωB97M-V/def2-TZVPD.

Last column: Löwdin charge in e.
Cartesian coordinates (Å):
O1 -1.365 -2.099 0.080  -0.006
C1 -0.599 -1.047 -0.028  -0.362
C2 -1.292 0.263 0.194  -0.110
C3 -0.392 1.368 0.745  -0.190
C4 0.929 1.416 -0.025  -0.192
C5 1.563 0.055 -0.054  -0.064
C6 0.842 -1.085 -0.078  -0.122
H1 -0.905 -2.650 -0.677  0.047
H2 -0.156 -2.172 -1.826  0.045
H3 -2.178 0.078 0.811  0.131
H4 -1.671 0.543 -0.803  0.145
H5 -0.182 1.172 1.803  0.121
H6 -0.909 2.331 0.691  0.113
H7 0.747 1.764 -1.055  0.125
H8 1.614 2.139 0.430  0.112
H9 2.647 -0.013 -0.089  0.110
H10 1.309 -2.061 -0.117  0.098

Summary:
Multiplicity: 1
HOMO-LUMO gap (spin up / spin down) (eV): 6.06 / 7.22
Energy (hartree): -309.698092
LUMO (spin up / spin down) (eV): -0.81 / -0.45
Relative energy (zero: lowest compared OMol25 entry of this formula, charge and spin) (eV): 3.926

---

Computed, not measured: a cluster of 9 separate species, C26H74N4O13 in total at a distorted geometry, with ωB97M-V/def2-TZVPD.

Last column: Löwdin charge in e.
Cartesian coordinates (Å):
C1 0.152 0.612 2.566  -0.120
O1 0.363 1.853 3.192  -0.185
C2 -0.200 1.850 4.495  -0.233
C3 -0.094 3.245 5.092  -0.214
N1 1.298 3.721 5.014  -0.035
C4 1.446 5.062 5.635  -0.201
C5 0.769 6.182 4.866  -0.244
O2 1.441 6.378 3.634  -0.184
C6 0.628 7.052 2.710  -0.125
H1 0.544 0.612 1.553  0.063
H2 -0.928 0.420 2.472  0.090
H3 0.494 -0.247 3.153  0.087
H4 0.443 1.191 5.093  0.125
H5 -1.231 1.489 4.460  0.120
H6 -0.473 3.218 6.112  0.121
H7 -0.761 3.848 4.464  0.108
H8 1.436 3.975 4.035  0.099
H9 2.523 5.257 5.641  0.115
H10 1.111 5.105 6.673  0.115
H11 0.760 7.135 5.409  0.125
H12 -0.278 5.900 4.713  0.106
H13 -0.256 6.450 2.459  0.086
H14 1.157 7.216 1.774  0.085
H15 0.243 8.006 3.084  0.087
C7 -4.817 -4.129 -5.042  -0.113
O3 -4.619 -2.817 -5.484  -0.206
C8 -5.352 -2.462 -6.638  -0.221
C9 -4.849 -1.158 -7.186  -0.207
N2 -5.080 -0.060 -6.231  -0.037
C10 -4.767 1.241 -6.813  -0.237
C11 -4.418 2.205 -5.714  -0.215
O4 -3.299 1.629 -5.047  -0.209
C12 -2.770 2.412 -4.010  -0.106
H16 -4.776 -4.927 -5.788  0.091
H17 -5.759 -4.283 -4.502  0.096
H18 -4.046 -4.365 -4.306  0.083
H19 -6.382 -2.257 -6.313  0.131
H20 -5.417 -3.207 -7.436  0.124
H21 -5.240 -0.960 -8.184  0.122
H22 -3.755 -1.179 -7.315  0.125
H23 -4.308 -0.115 -5.565  0.086
H24 -5.580 1.716 -7.378  0.119
H25 -3.937 1.194 -7.537  0.119
H26 -5.255 2.169 -5.001  0.132
H27 -4.217 3.234 -6.020  0.125
H28 -1.982 1.838 -3.532  0.064
H29 -3.506 2.706 -3.256  0.083
H30 -2.353 3.354 -4.388  0.090
C13 2.012 -0.479 -1.781  -0.094
O5 1.653 0.339 -0.690  -0.236
C14 2.497 1.476 -0.551  -0.202
C15 3.878 1.165 0.004  -0.218
N3 3.798 0.336 1.204  -0.024
C16 5.142 -0.092 1.596  -0.183
C17 5.671 -1.295 0.791  -0.212
O6 4.581 -2.126 0.459  -0.253
C18 4.867 -3.196 -0.407  -0.092
H31 2.026 0.077 -2.729  0.101
H32 1.270 -1.268 -1.883  0.071
H33 3.018 -0.907 -1.712  0.080
H34 1.966 2.241 0.018  0.129
H35 2.622 1.949 -1.536  0.123
H36 4.360 2.127 0.200  0.126
H37 4.412 0.693 -0.839  0.112
H38 3.241 -0.442 0.860  0.080
H39 5.035 -0.420 2.636  0.108
H40 5.838 0.743 1.581  0.119
H41 6.405 -1.877 1.359  0.125
H42 6.221 -0.912 -0.078  0.118
H43 4.245 -3.202 -1.304  0.083
H44 4.630 -4.140 0.097  0.090
H45 5.920 -3.278 -0.681  0.091
C19 -0.688 -2.719 0.274  -0.107
O7 0.066 -3.500 1.178  -0.172
C20 1.324 -2.893 1.419  -0.209
C21 2.108 -3.672 2.474  -0.204
N4 3.309 -3.010 2.925  -0.065
C22 4.105 -3.640 3.964  -0.186
C23 3.320 -3.863 5.254  -0.255
O8 4.108 -4.493 6.218  -0.179
C24 3.405 -4.682 7.424  -0.114
H46 -0.269 -2.776 -0.738  0.078
H47 -0.664 -1.658 0.553  0.079
H48 -1.718 -3.062 0.309  0.091
H49 1.231 -1.839 1.680  0.102
H50 1.887 -3.043 0.490  0.117
H51 2.336 -4.694 2.123  0.122
H52 1.452 -3.880 3.327  0.107
H53 3.832 -2.608 2.160  0.065
H54 4.890 -2.932 4.229  0.118
H55 4.519 -4.562 3.540  0.118
H56 2.362 -4.360 5.050  0.109
H57 3.006 -2.873 5.618  0.130
H58 2.526 -5.311 7.274  0.088
H59 3.103 -3.707 7.826  0.087
H60 4.075 -5.123 8.158  0.086
C25 -1.580 -1.172 -3.435  -0.055
C26 -2.667 -1.878 -2.616  -0.283
O9 -3.962 -1.413 -3.000  -0.102
H61 -1.810 -1.231 -4.499  0.077
H62 -0.640 -1.704 -3.256  0.064
H63 -1.498 -0.129 -3.135  0.036
H64 -2.548 -1.621 -1.562  0.088
H65 -2.600 -2.967 -2.697  0.110
H66 -4.237 -1.942 -3.770  0.062
O10 -1.127 0.795 -1.076  -0.079
H67 -1.254 1.739 -0.841  0.024
H68 -0.174 0.697 -1.241  0.033
O11 -4.217 3.164 -0.343  -0.077
H69 -4.569 2.886 0.508  0.053
H70 -4.220 2.345 -0.888  0.010
O12 -3.820 0.578 -1.257  -0.073
H71 -4.151 -0.139 -1.816  0.015
H72 -2.840 0.526 -1.334  0.001
O13 -1.501 3.515 -0.939  -0.065
H73 -2.445 3.623 -0.680  0.023
H74 -1.174 4.409 -1.074  0.054

Summary:
Multiplicity: 1
SMILES: COCCNCCOC.COCCNCCOC.COCCNCCOC.COCCNCCOC.CCO.O.O.O.O
HOMO-LUMO gap (eV): 8.63
Energy (hartree): -2231.960908
LUMO (eV): 0.53
Relative energy (zero: lowest compared OMol25 entry of this formula, charge and spin) (eV): 0.086

---

Computed, not measured: a structure of composition C29H23Cl2N9O3S2TeV at a distorted geometry, with ωB97M-V/def2-TZVPD.

Last column: Löwdin spin population.
Cartesian coordinates (Å):
V1 -0.243 0.029 1.082  1.135
Cl1 -0.043 -5.920 -2.104  -0.002
C1 -0.317 -4.260 -1.728  -0.006
C2 -0.097 -3.824 -0.434  0.001
C3 -0.298 -2.480 -0.125  -0.003
N1 -0.145 -1.894 1.099  -0.008
C4 0.461 -2.510 2.127  0.003
O1 1.106 -3.558 2.125  0.009
C5 0.240 -1.713 3.359  0.003
C6 0.521 -2.232 4.618  -0.001
C7 0.215 -1.472 5.729  0.003
C8 -0.392 -0.237 5.529  -0.002
C9 -0.628 0.203 4.237  0.002
N2 -0.288 -0.505 3.164  -0.011
C10 -0.705 -1.569 -1.122  0.002
C11 -0.930 -2.031 -2.421  -0.005
C12 -0.738 -3.370 -2.716  0.000
Cl2 -0.997 -3.914 -4.333  0.001
N3 -0.743 -0.258 -0.705  -0.037
C13 -1.548 0.586 -1.436  -0.003
O2 -2.444 0.203 -2.169  -0.012
C14 -1.296 2.053 -1.312  0.000
C15 -2.341 2.914 -1.648  0.000
C16 -2.100 4.275 -1.658  0.000
C17 -0.827 4.724 -1.343  0.000
C18 0.142 3.788 -1.010  0.000
N4 -0.074 2.480 -0.998  -0.001
H1 0.225 -4.517 0.326  0.000
H2 0.953 -3.216 4.686  0.000
H3 0.437 -1.829 6.722  0.000
H4 -0.682 0.384 6.361  0.000
H5 -1.099 1.165 4.072  0.000
H6 -1.259 -1.364 -3.204  0.000
H7 -3.303 2.491 -1.889  0.000
H8 -2.885 4.968 -1.910  0.000
H9 -0.591 5.776 -1.345  0.000
H10 1.142 4.104 -0.737  0.000
S1 -2.330 0.934 1.458  -0.007
C19 -1.449 2.407 1.705  0.007
S2 0.231 2.117 1.951  -0.062
C20 -2.012 3.657 1.622  -0.005
C21 -1.218 4.814 1.704  -0.002
N5 -0.577 5.768 1.713  -0.003
C22 -3.369 3.844 1.304  -0.002
N6 -4.466 4.029 1.022  -0.003
C23 3.891 -1.917 2.642  0.000
N7 3.414 -1.966 1.281  0.000
C24 3.775 -2.972 0.461  0.000
C25 3.334 -3.024 -0.820  0.001
C26 2.519 -1.946 -1.265  0.001
N8 2.128 -0.997 -0.428  0.005
C27 2.466 -1.043 0.863  0.001
O3 1.980 -0.253 1.683  -0.003
N9 2.167 -1.827 -2.550  0.001
H11 4.960 -2.123 2.665  0.000
H12 3.357 -2.653 3.247  0.000
H13 3.694 -0.920 3.033  0.000
H14 4.426 -3.727 0.880  0.000
H15 3.586 -3.833 -1.482  0.000
H16 2.279 -2.611 -3.171  0.000
H17 1.493 -1.113 -2.782  0.000
C28 3.869 3.805 -0.295  0.001
Te1 2.971 1.818 -0.204  0.002
C29 3.357 1.594 -2.323  0.000
H18 4.948 3.720 -0.343  0.000
H19 3.601 4.377 0.586  0.000
H20 3.523 4.319 -1.182  0.000
H21 4.276 2.115 -2.562  0.000
H22 2.537 2.016 -2.895  0.000
H23 3.461 0.541 -2.552  0.000

Summary:
Multiplicity: 2
HOMO-LUMO gap (spin up / spin down) (eV): 5.40 / 6.05
Energy (hartree): -4766.310472
<S²>: 0.7920
LUMO (spin up / spin down) (eV): -1.82 / -1.16
Relative energy (zero: lowest compared OMol25 entry of this formula, charge and spin) (eV): 0.461

---

Computed, not measured: a cluster of 9 separate species, H18O9 in total at a distorted geometry, with ωB97M-V/def2-TZVPD.

Last column: Löwdin charge in e.
Cartesian coordinates (Å):
O1 1.406 -0.394 2.106  -0.030
H1 0.991 -0.970 1.435  0.011
H2 1.387 -1.001 2.840  0.053
O2 2.999 -0.013 -1.110  -0.061
H3 2.088 0.265 -1.117  -0.033
H4 3.286 -0.319 -2.007  0.058
O3 -1.387 2.811 2.502  -0.059
H5 -2.186 2.911 2.992  0.008
H6 -1.647 2.163 1.822  -0.034
O4 0.349 0.676 -0.728  -0.098
H7 -0.506 0.960 -0.381  0.029
H8 0.325 -0.244 -0.431  -0.010
O5 1.903 2.058 0.978  -0.041
H9 1.245 1.931 0.325  -0.032
H10 1.879 1.252 1.468  -0.034
O6 -1.707 0.907 0.784  -0.008
H11 -1.378 0.264 1.457  0.114
H12 -2.517 0.638 0.397  0.082
O7 -0.870 0.187 -3.121  -0.064
H13 -0.393 0.381 -2.314  -0.038
H14 -0.172 0.200 -3.789  0.037
O8 -2.174 -2.551 -1.375  -0.039
H15 -1.217 -2.585 -1.493  0.013
H16 -2.354 -3.003 -0.543  0.038
O9 0.361 -1.848 -0.166  -0.011
H17 0.764 -2.527 -0.695  0.096
H18 -0.475 -2.140 0.176  0.052

Summary:
Multiplicity: 1
SMILES: O.O.O.O.O.O.O.O.O
HOMO-LUMO gap (eV): 8.72
Energy (hartree): -687.903291
LUMO (eV): -0.87
Relative energy (zero: lowest compared OMol25 entry of this formula, charge and spin) (eV): 3.333

---

Computed, not measured: a structure of composition C4H8BiO3 at a distorted geometry, with ωB97M-V/def2-TZVPD.

Last column: Löwdin spin population.
Cartesian coordinates (Å):
O1 -2.024 1.319 -0.062  0.127
C1 -0.978 0.603 -0.040  0.511
Bi1 2.100 0.542 -0.229  0.046
O2 0.145 0.990 -0.291  0.167
C2 -3.362 0.706 -0.011  0.025
H1 -3.836 1.177 0.856  -0.001
H2 -3.838 1.005 -0.950  0.000
C3 -3.253 -0.796 0.127  0.093
H3 -3.054 -1.112 -0.912  0.007
H4 -3.836 -1.809 0.207  0.007
O3 3.942 0.502 -0.047  0.010
C4 5.023 -0.362 0.020  0.001
H5 4.992 -1.005 0.922  0.000
H6 5.081 -1.038 -0.856  0.000
H7 5.976 0.198 0.058  0.000
H8 -3.080 -0.919 1.210  0.007

Summary:
Multiplicity: 2
Charge: +2
HOMO-LUMO gap (spin up / spin down) (eV): 5.42 / 5.64
Energy (hartree): -596.549333
<S²>: 0.7552
LUMO (spin up / spin down) (eV): -11.43 / -11.47
Relative energy (zero: lowest compared OMol25 entry of this formula, charge and spin) (eV): 3.206